An isolated ion of composition C5H7N2O and charge +1 at a distorted geometry. Source: OMol25; level of theory: ωB97M-V/def2-TZVPD.

Last columns: bonded neighbours and bond lengths (Å).
Atoms and positions in Å:
1 C 0.37 -2.09 0.96  N2 1.331, C5 1.381, H9 1.015
2 N -0.62 -2.76 0.38  C1 1.331, O3 1.341
3 O -1.35 -1.96 -0.41  N2 1.341, C4 1.301
4 C -0.86 -0.76 -0.30  O3 1.301, C5 1.382, C8 1.812
5 C 0.25 -0.79 0.52  C1 1.381, C4 1.382, C6 1.469
6 C 0.88 0.53 0.69  C5 1.469, N7 1.597, H10 1.177, H11 1.195
7 N 0.37 1.43 -0.52  C6 1.597, C8 1.490, H12 1.029, H13 0.980
8 C -0.98 0.93 -0.94  C4 1.812, N7 1.490, H14 1.178, H15 1.031
9 H 1.09 -2.45 1.58  C1 1.015
10 H 0.61 1.14 1.66  C6 1.177
11 H 2.08 0.61 0.64  C6 1.195
12 H 0.20 2.41 -0.26  N7 1.029
13 H 0.93 1.44 -1.33  N7 0.980
14 H -1.12 1.02 -2.10  C8 1.178
15 H -1.85 1.32 -0.54  C8 1.031

The calculation puts the gap between HOMO and LUMO at 10.1 eV. The net charge is +1. The SMILES is c1noc2c1C[NH2+]C2. The value obtained for the energy relative to the best compared isomer or geometry (same formula, charge and spin) is 3.554 eV.

natural (NBO) population analysis, charges in e, atoms 1 to 8: number 1, C, carries -0.01; number 2, N, carries -0.05; number 3, O, carries -0.22; number 4, C, carries 0.35; number 5, C, carries -0.27; number 6, C, carries -0.20; number 7, N, carries -0.51; number 8, C, carries -0.24


The molecule C6H7ClS at a distorted geometry. Source: OMol25; level of theory: ωB97M-V/def2-TZVPD.

Last columns: bonded neighbours and bond lengths (Å).
Atoms and positions in Å:
1 S -2.90 -0.11 -0.52  C2 1.800, H9 1.474
2 C -1.54 -0.46 0.61  S1 1.800, C3 1.428, H10 1.040, H11 1.087
3 C -0.19 -0.39 0.17  C2 1.428, C4 1.296, C7 1.623
4 C 0.78 -1.25 0.27  C3 1.296, C5 1.414, H12 1.102
5 C 2.00 -0.67 -0.13  C4 1.414, C6 1.365, H13 1.113
6 C 1.93 0.61 -0.61  C5 1.365, C7 1.530, H14 1.018
7 C 0.44 0.96 -0.48  C3 1.623, C6 1.530, Cl8 1.828, H15 1.058
8 Cl -0.35 2.43 0.27  C7 1.828
9 H -3.00 1.27 -0.01  S1 1.474
10 H -1.68 -1.41 1.01  C2 1.040
11 H -1.66 0.29 1.39  C2 1.087
12 H 0.65 -2.31 0.55  C4 1.102
13 H 2.91 -1.30 -0.02  C5 1.113
14 H 2.61 1.19 -1.09  C6 1.018
15 H -0.02 1.16 -1.41  C7 1.058

The calculation puts the gap between HOMO and LUMO at 9.0 eV. The SMILES is SCC1=CC=C[C@@H]1Cl. The value obtained for the energy relative to the best compared isomer or geometry (same formula, charge and spin) is 1.468 eV.

natural (NBO) population analysis, charges in e, atoms 1 to 8: number 1, S, carries -0.05; number 2, C, carries -0.57; number 3, C, carries 0.05; number 4, C, carries -0.26; number 5, C, carries -0.17; number 6, C, carries -0.22; number 7, C, carries -0.23; number 8, Cl, carries -0.08


The molecule C5H9NO at a distorted geometry. Source: OMol25; level of theory: ωB97M-V/def2-TZVPD.

Last columns: bonded neighbours and bond lengths (Å).
Atoms and positions in Å:
1 C -0.82 -1.54 -0.27  C2 1.487, H8 1.089, H9 1.090, H10 1.092
2 C 0.53 -1.08 -0.69  C1 1.487, O3 1.215, C4 1.461
3 O 1.52 -1.78 -0.66  C2 1.215
4 C 0.65 0.31 -1.15  C2 1.461, C5 1.462, N6 1.636, H11 1.102
5 C 0.01 1.53 -0.67  C4 1.462, N6 1.427, H12 1.083, H13 1.082
6 N 0.86 0.97 0.33  C4 1.636, C5 1.427, C7 1.505
7 C 0.10 0.58 1.57  N6 1.505, H14 1.106, H15 1.098, H16 1.100
8 H -0.75 -2.00 0.71  C1 1.089
9 H -1.08 -2.29 -1.03  C1 1.090
10 H -1.56 -0.74 -0.29  C1 1.092
11 H 1.31 0.42 -2.03  C4 1.102
12 H 0.53 2.37 -1.11  C5 1.083
13 H -1.05 1.67 -0.51  C5 1.082
14 H -0.99 0.43 1.47  C7 1.106
15 H 0.50 -0.29 2.11  C7 1.098
16 H 0.23 1.45 2.23  C7 1.100

The calculation puts the gap between HOMO and LUMO at 9.9 eV. The SMILES is CC(=O)[C@H]1CN1C. The value obtained for the energy relative to the best compared isomer or geometry (same formula, charge and spin) is 3.637 eV.

natural (NBO) population analysis, charges in e, atoms 1 to 8: number 1, C, carries -0.72; number 2, C, carries 0.56; number 3, O, carries -0.55; number 4, C, carries -0.18; number 5, C, carries -0.26; number 6, N, carries -0.35; number 7, C, carries -0.44; number 8, H, carries 0.24


For the records above, the corresponding lowest unoccupied orbital energy values read -3.828; 0.205; 0.843 eV.